Record 1
Computed, not measured: a structure of composition C3H8O3Tl, with ωB97M-V/def2-TZVPD.

Calculated values
- F_max: 3.73 eV Å⁻¹
- E: -14062.6972 eV
- HOMO level (alpha / beta): -12.9 / -12.9 eV
- Lowest unoccupied orbital energy (alpha / beta): -6.4 / -6.4 eV
- Net charge: +1

Positions of all 15 atoms, in Å:
O  -0.401  2.059  -0.318
C  -1.585  1.372  -0.077
C  -1.358  -0.057  0.423
O  -0.570  -0.760  -0.526
C  0.570  -1.481  -0.043
H  -2.212  1.309  -0.992
H  -2.202  1.877  0.695
H  -2.312  -0.598  0.519
H  -0.870  -0.013  1.415
H  0.718  -2.306  -0.757
H  2.134  -1.180  0.140
H  0.494  -1.675  1.042
Tl  1.022  0.946  -0.840
O  2.664  0.131  -0.226
H  3.228  0.459  0.477

Mulliken population analysis, charges in e, atoms 1 to 2: -0.4224, -0.3198



Record 2
Computed, not measured: a cluster of 3 separate species, C3H8O4S in total, with ωB97M-V/def2-TZVPD.

Calculated values
- F_max: 1.59 eV Å⁻¹
- E: -22266.6082 eV
- HOMO level: 0.3 eV
- Lowest unoccupied orbital energy: 6.1 eV
- Net charge: -2

Positions of all 16 atoms, in Å:
O  3.151  -1.161  0.964
C  2.019  -0.903  0.468
O  1.479  -1.544  -0.478
C  1.294  0.334  1.056
C  -0.219  0.372  0.891
S  -0.932  2.095  1.085
H  1.688  1.193  0.514
H  1.575  0.466  2.093
H  -0.484  0.097  -0.116
H  -0.700  -0.217  1.650
H  -3.203  0.488  0.252
H  -2.564  0.161  -1.089
O  -3.413  0.143  -0.628
H  0.087  0.169  -2.648
H  0.431  -0.988  -1.642
O  -0.208  -0.703  -2.374

Mulliken population analysis, charges in e, atoms 1 to 2: -0.7723, 0.4884



Record 3
Computed, not measured: a cluster of 3 separate species, C3H8O6 in total, with ωB97M-V/def2-TZVPD.

Calculated values
- F_max: 3.41 eV Å⁻¹
- E: -15525.0097 eV
- HOMO level: -10.0 eV
- Lowest unoccupied orbital energy: 0.6 eV
- SMILES: O=C(O)O.O=CCO.O
- Net charge: 0

Positions of all 17 atoms, in Å:
C  -1.861  -0.966  -0.353
C  -1.427  0.388  0.172
C  1.754  -0.774  0.146
O  -3.090  -1.334  0.204
O  1.427  2.791  0.403
O  -0.553  0.957  -0.446
O  0.981  -0.734  1.045
O  1.828  -1.826  -0.672
O  2.356  0.269  -0.352
H  -1.023  -1.622  -0.126
H  -1.897  -0.791  -1.484
H  -2.766  -2.036  0.784
H  2.028  1.156  0.185
H  0.810  2.641  1.109
H  0.712  2.794  -0.356
H  2.643  -1.667  -1.279
H  -1.921  0.753  1.021

Mulliken population analysis, charges in e, atoms 1 to 2: -0.2390, -0.0494



The records above give, respectively, ΔE to the lowest compared entry with this formula, charge and spin values of 79.7 2.6 28.6 kcal per mole.